(1)
DFT (ωB97M-V/def2-TZVPD) results for C15H20Cl3N5O2PdS as an isolated structure.

Energy relative to the best compared isomer or geometry (same formula, charge and spin)   18.7 kcal/mol
Charge   -2
Largest force on an atom   0.0115 Eh/bohr
Frontier orbital gap   5.14 eV
Energy   -79306.6679 eV
LUMO energy   4.45 eV

Positions of all 47 atoms, in Å:
Pd  -0.7961  -0.2894  -0.0097
Cl  4.5687  -6.0494  2.2316
C  3.6104  -4.5897  2.4444
C  2.8917  -4.0679  1.3777
C  2.1424  -2.9260  1.5549
Cl  1.2458  -2.3107  0.1879
C  2.0381  -2.1872  2.7947
O  1.3430  -1.1705  2.9620
C  2.8139  -2.8272  3.8330
Cl  2.7816  -2.0677  5.4146
C  3.5689  -3.9678  3.6815
H  2.9088  -4.5451  0.4073
H  4.1190  -4.3680  4.5228
C  -4.3409  3.8537  -2.1839
C  -3.8266  2.4199  -2.0853
C  -4.8452  1.5277  -1.3806
C  -3.5556  1.8614  -3.4874
N  -2.6379  2.4080  -1.2261
N  -1.4924  2.9981  -1.8618
H  -5.2295  3.9014  -2.8207
H  -3.5697  4.4963  -2.6111
H  -4.5942  4.2352  -1.1927
H  -5.7711  1.4725  -1.9599
H  -5.0758  1.9256  -0.3898
H  -4.4398  0.5189  -1.2740
H  -4.4612  1.9103  -4.1003
H  -3.2301  0.8204  -3.4362
H  -2.7832  2.4459  -3.9909
H  -2.4042  1.4373  -1.0129
H  -0.8685  3.2355  -1.0980
H  -0.9991  2.2688  -2.3771
O  -1.9024  -1.4903  -4.1059
S  -1.2512  -1.2880  -2.7825
N  -2.0973  -0.8984  -1.6179
N  -0.7177  3.6028  5.0641
C  -0.3869  3.0571  3.8131
C  -1.1867  2.0917  3.2137
C  -0.8164  1.5773  1.9808
N  0.2512  1.9860  1.3001
C  1.0015  2.9148  1.8785
C  0.7377  3.4829  3.1150
H  -1.2641  2.9676  5.6271
H  0.0953  3.9064  5.5799
H  -2.0655  1.7020  3.7129
H  -1.4666  0.8007  1.5494
H  1.8816  3.2283  1.3239
H  1.4069  4.2316  3.5231

***

(2)
DFT (ωB97M-V/def2-TZVPD) results for an isolated ion of composition C4H8NO and charge +1 in a non-equilibrium geometry.

Energy relative to the best compared isomer or geometry (same formula, charge and spin)   118.1 kcal/mol
Charge   +1
Largest force on an atom   0.0612 Eh/bohr
Frontier orbital gap (spin up / spin down)   9.55 / 7.74 eV
Energy   -7802.9826 eV
LUMO energy (spin up / spin down)   -5.24 / -6.21 eV

Positions of all 14 atoms, in Å:
C  -0.1082  -0.9751  0.6721
C  2.2433  -1.8898  1.3021
C  0.2943  1.0715  -0.6348
C  -1.9335  0.0701  -0.2231
N  -0.5108  0.0130  -0.0174
O  1.1018  -1.4168  0.7527
H  2.7781  -2.6830  0.7519
H  2.8214  -1.4535  2.1081
H  1.1727  0.6010  -0.9488
H  0.4323  1.9532  0.0239
H  0.0469  1.3729  -1.6159
H  -2.4367  0.6470  0.5199
H  -2.4949  -0.8237  -0.1400
H  -2.1788  0.5473  -1.1546

***

(3)
DFT (ωB97M-V/def2-TZVPD) results for a 3-piece molecular cluster, C26H46BrFNO11 overall in a non-equilibrium geometry.

Energy relative to the best compared isomer or geometry (same formula, charge and spin)   0.0 kcal/mol
Charge   -1
Largest force on an atom   0.1084 Eh/bohr
Frontier orbital gap   6.47 eV
Energy   -124474.3216 eV
LUMO energy   1.89 eV

Positions of all 86 atoms, in Å:
C  -9.8077  1.4033  0.2851
C  -8.8579  0.7820  0.7533
C  -7.4320  0.1944  1.1614
C  -7.7409  -1.3035  1.6915
C  -8.0424  -2.3392  0.5489
O  -7.0817  -2.7886  -0.0710
O  -9.3285  -2.8289  0.1800
C  -9.6864  -2.4383  -1.1405
C  -9.0131  -3.0341  -2.4454
O  -10.5374  -1.5779  -1.2462
C  -7.0843  0.9882  2.5317
O  -7.4052  2.1930  2.6877
O  -6.4825  0.3686  3.5460
N  -6.4182  0.2708  0.1228
C  -5.3029  1.2014  0.3235
C  -4.0892  0.6059  1.2049
C  -2.7123  0.7087  0.3986
F  -3.9200  1.3327  2.4262
C  -6.8898  0.1584  -1.2405
Br  -5.5725  -0.7770  -2.4634
C  -7.2003  1.5605  -1.9709
C  -8.2811  1.2895  -3.1022
H  -10.6046  2.1829  0.1572
H  -8.6128  -1.2422  2.4089
H  -6.8452  -1.7071  2.2657
H  -9.7873  -3.2609  -3.2356
H  -8.3088  -3.8899  -2.2364
H  -8.3649  -2.2000  -2.8784
H  -5.5888  2.2547  0.6524
H  -4.8197  1.3609  -0.7005
H  -4.3767  -0.4795  1.3997
H  -1.8963  0.1407  0.9562
H  -2.9134  0.2885  -0.6418
H  -2.4379  1.7988  0.2379
H  -7.8351  -0.4553  -1.3701
H  -6.2473  1.8924  -2.5021
H  -7.4728  2.3841  -1.2523
H  -9.3442  1.3016  -2.6905
H  -8.2636  2.0703  -3.9344
H  -8.1370  0.2906  -3.6290
C  0.5364  -1.4935  1.8260
O  1.1802  -0.5128  1.0363
C  1.9667  0.3929  1.7997
C  3.2252  0.7967  1.0465
O  4.2210  -0.2212  0.9551
C  3.9208  -1.3414  0.1250
C  3.8857  -1.0281  -1.3646
O  2.7026  -0.3074  -1.6984
C  2.9043  0.6255  -2.7427
H  -0.2769  -1.0414  2.4041
H  0.1212  -2.2465  1.1584
H  1.2458  -1.9901  2.4979
H  2.2599  -0.0588  2.7534
H  1.3533  1.2772  2.0062
H  3.6937  1.6167  1.5991
H  2.9865  1.1991  0.0591
H  3.0112  -1.8421  0.4556
H  4.7386  -2.0494  0.2922
H  3.8667  -1.9633  -1.9348
H  4.7820  -0.4582  -1.6380
H  3.7711  1.2642  -2.5404
H  2.0197  1.2613  -2.8001
H  3.0322  0.1051  -3.6987
C  10.5340  3.1348  1.1900
O  9.7781  1.9508  1.3391
C  8.4573  2.0596  0.8179
C  8.0040  0.7504  0.1900
O  8.6276  0.4373  -1.0549
C  10.0105  0.0939  -1.0194
C  10.3077  -1.2479  -0.3641
O  10.1671  -1.1581  1.0516
C  9.6818  -2.3541  1.6319
H  10.1691  3.9095  1.8739
H  11.5703  2.9061  1.4339
H  10.5010  3.4991  0.1570
H  8.4054  2.8475  0.0590
H  7.7920  2.3278  1.6462
H  6.9363  0.8406  -0.0305
H  8.0948  -0.0814  0.8922
H  10.6039  0.8978  -0.5841
H  10.3150  0.0212  -2.0681
H  11.3453  -1.5335  -0.5686
H  9.6367  -2.0107  -0.7766
H  8.7810  -2.7058  1.1177
H  9.4196  -2.1415  2.6692
H  10.4567  -3.1290  1.6113

***

(4)
DFT (ωB97M-V/def2-TZVPD) results for a 2-piece molecular cluster, C5H11NO overall.

Energy relative to the best compared isomer or geometry (same formula, charge and spin)   41.7 kcal/mol
Largest force on an atom   0.0092 Eh/bohr
Frontier orbital gap   10.36 eV
Energy   -8899.8892 eV
SMILES   C/C=N\C.CC=O
LUMO energy   0.92 eV

Positions of all 18 atoms, in Å:
C  -0.6031  -2.2306  -1.0618
C  -0.2152  -0.7814  -0.8832
C  -0.7962  2.3057  0.9374
N  0.6298  -0.2979  -0.0696
C  1.3656  -1.1648  0.8272
C  0.0310  2.3842  -0.3212
O  -0.4334  2.3425  -1.4383
H  -0.9248  -2.6716  -0.1118
H  -1.4261  -2.3260  -1.7742
H  0.2383  -2.8257  -1.4366
H  -0.7210  -0.0468  -1.5174
H  -0.8262  3.2888  1.4239
H  -1.8138  1.9942  0.6894
H  -0.3449  1.6013  1.6423
H  1.0136  -0.9913  1.8517
H  1.2866  -2.2379  0.6103
H  2.4227  -0.8800  0.7986
H  1.1171  2.5372  -0.1668